Record 1
{"formula": "C14H30N6O6SV", "method": "ωB97M-V/def2-TZVPD", "species": ["V", "N", "C", "C", "C", "C", "N", "H", "H", "H", "H", "H", "H", "H", "H", "H", "H", "H", "H", "C", "C", "S", "O", "O", "C", "C", "N", "C", "N", "C", "C", "N", "O", "O", "C", "H", "H", "H", "H", "H", "H", "H", "H", "H", "H", "H", "H", "H", "N", "C", "C", "O", "O", "H", "H", "H", "H", "H"], "xyz": [[-1.28206, -1.51264, -0.12342], [-0.21277, 0.25213, 0.03954], [-0.85955, 1.24921, 0.96688], [-0.71989, 0.85257, 2.42372], [-1.15224, -0.58132, 2.75035], [-0.06388, -1.65325, 2.57028], [-0.32339, -2.54571, 1.39233], [0.76007, 0.08885, 0.31699], [-0.14013, 0.68155, -0.88351], [-1.91312, 1.30490, 0.67936], [-0.42136, 2.22990, 0.78519], [-1.32519, 1.55480, 2.99760], [0.30846, 1.00782, 2.76041], [-2.06561, -0.85297, 2.18552], [-1.49224, -0.61220, 3.78498], [0.02269, -2.27692, 3.45773], [0.91243, -1.19347, 2.41455], [-0.90875, -3.32256, 1.70371], [0.57163, -2.97478, 1.10925], [5.43161, -1.19162, -0.13847], [4.55507, -2.11926, 0.69535], [3.06230, -2.60652, -0.11519], [2.27021, -1.43181, -0.46232], [2.35651, -3.58372, 0.70343], [3.61283, -3.42660, -1.60986], [2.51409, -4.15723, -2.39118], [1.28783, -3.33994, -2.49575], [0.24754, -3.47759, -1.66856], [-0.52979, -2.37307, -1.72517], [-0.00369, -1.56001, -2.71781], [1.11580, -2.14562, -3.17121], [2.02429, -1.59943, -4.16052], [3.07385, -2.18273, -4.32665], [1.65501, -0.58327, -4.69067], [-0.07212, -4.70522, -0.89199], [6.18766, -0.75357, 0.51014], [4.85332, -0.37734, -0.57369], [5.95275, -1.72902, -0.92883], [4.18875, -1.63895, 1.60708], [5.05104, -3.04760, 0.98455], [4.35471, -4.16010, -1.28718], [4.10648, -2.67398, -2.22369], [2.23598, -5.08774, -1.90461], [2.87747, -4.37967, -3.38968], [-0.44077, -0.62584, -3.02684], [-0.06793, -5.56894, -1.55913], [-1.08035, -4.63156, -0.48579], [0.64909, -4.89280, -0.09790], [-5.37232, -0.30087, -2.42675], [-5.07531, -1.20469, -1.26528], [-3.60171, -1.15984, -0.93099], [-2.81170, -0.39224, -1.50287], [-3.17516, -1.93494, 0.00023], [-6.31560, 0.09544, -2.36557], [-5.30992, -0.79328, -3.32256], [-4.69534, 0.47147, -2.46080], [-5.38269, -2.22163, -1.50462], [-5.64978, -0.87471, -0.39957]], "forces_ev_per_angstrom": [[-0.1040, 0.2399, 0.0331], [-0.0479, 0.1828, 0.0711], [0.0198, -0.0390, -0.0710], [-0.0039, 0.0265, 0.0111], [-0.0294, -0.0009, 0.0314], [0.0286, -0.0056, 0.0073], [-0.0483, -0.1243, 0.0234], [0.0042, -0.1243, -0.0351], [-0.0240, -0.0084, -0.0039], [-0.0040, 0.0072, 0.0111], [-0.0084, 0.0077, 0.0125], [0.0055, 0.0008, 0.0031], [0.0010, -0.0080, -0.0081], [0.0157, -0.0005, -0.0136], [-0.0014, 0.0048, -0.0030], [-0.0071, 0.0018, 0.0024], [-0.0097, 0.0037, -0.0153], [0.0025, 0.0041, 0.0131], [-0.0036, 0.0351, 0.0460], [-0.0093, -0.0061, -0.0028], [-0.0005, 0.0432, 0.0155], [0.1057, -0.2113, 0.0489], [-0.0497, 0.0907, -0.0494], [-0.0398, 0.0578, -0.0369], [-0.0027, 0.0001, -0.0292], [0.0154, -0.0013, -0.0040], [0.0275, -0.0337, 0.0115], [0.0070, 0.0579, 0.0649], [0.1788, -0.3575, -0.4876], [-0.0228, 0.1393, 0.1176], [0.0287, 0.0219, -0.0360], [0.0694, 0.1021, 0.1284], [-0.0318, -0.0436, -0.0726], [-0.0235, -0.0296, -0.0529], [-0.0066, 0.0094, -0.0001], [0.0138, -0.0192, -0.0015], [0.0034, 0.0062, 0.0083], [-0.0080, 0.0084, -0.0133], [-0.0040, -0.0064, 0.0027], [0.0048, 0.0038, 0.0077], [0.0235, 0.0122, -0.0213], [-0.0250, 0.0146, 0.0069], [-0.0212, 0.0211, 0.0369], [0.0228, -0.0273, 0.0186], [-0.0245, -0.0141, -0.0090], [-0.0068, 0.0084, -0.0213], [0.0161, 0.0121, 0.0257], [-0.0012, -0.0189, 0.0009], [0.0047, -0.0029, -0.0001], [-0.0114, 0.0156, -0.0309], [0.0454, -0.0292, 0.0672], [0.1051, -0.0967, 0.0659], [-0.1703, 0.0673, 0.1016], [-0.0044, -0.0072, -0.0006], [0.0055, 0.0005, -0.0019], [-0.0060, 0.0027, 0.0068], [-0.0064, -0.0009, 0.0134], [0.0124, 0.0073, 0.0072]], "total_energy_ev": -72727.9010, "spin_multiplicity": 3, "homo_energy_ev": [-18.72, -18.75], "s2": 2.011, "total_charge": 3, "e_lumo_ev": [-10.218, -9.358]}

Record 2
{"formula": "C4H24O7P", "method": "ωB97M-V/def2-TZVPD", "species": ["C", "C", "O", "C", "C", "P", "H", "H", "H", "H", "H", "H", "H", "H", "H", "H", "H", "H", "O", "H", "H", "O", "H", "H", "O", "H", "H", "O", "H", "H", "O", "H", "H", "O", "H", "H"], "xyz": [[-4.32459, 0.08636, -1.02108], [-3.50839, -1.04443, -0.30927], [-2.46407, -1.57387, -1.10049], [-1.45537, -0.64663, -1.34305], [-0.54493, -0.34302, -0.11271], [-1.16624, 1.04658, 0.96584], [-5.39545, -0.06400, -0.91074], [-3.99702, 1.06076, -0.63604], [-4.03799, 0.06314, -2.07855], [-4.20850, -1.87105, -0.15662], [-3.18301, -0.75458, 0.70712], [-0.80455, -1.09186, -2.10250], [-1.80096, 0.31243, -1.75871], [-0.31424, -1.22892, 0.49173], [0.41896, 0.00755, -0.51150], [-0.15211, 1.91965, 1.42359], [-2.16966, 1.71164, 0.21336], [-1.80616, 0.43130, 2.07633], [-0.92605, -0.82306, -4.88880], [-1.76655, -0.94159, -4.43842], [-0.71383, -1.70134, -5.21951], [2.30009, -0.18895, 1.79271], [1.34302, -0.18811, 1.73660], [2.58973, 0.37513, 1.05933], [-3.17008, 3.21252, 3.09449], [-2.98400, 2.49799, 2.48641], [-4.06234, 3.03363, 3.41098], [4.56188, 1.61117, 1.56302], [5.36980, 1.58366, 1.03429], [4.48300, 0.71648, 1.90229], [6.90576, 0.09486, 0.62865], [7.70940, 0.07453, 0.10057], [6.82701, -0.80065, 0.97015], [4.05662, -2.56740, 0.29333], [3.57650, -1.85254, 0.72090], [4.84621, -2.14792, -0.05915]], "forces_ev_per_angstrom": [[1.5287, -0.2819, 0.3011], [-1.7324, -0.1672, -0.3480], [0.1330, 0.6191, 0.3722], [0.6997, -0.1547, -0.1079], [0.3244, 0.7283, -0.0357], [-0.1705, -1.5054, -0.4895], [0.0971, 0.1855, 0.0579], [-0.5629, 0.0267, -0.1456], [-0.3893, -0.0177, 0.0953], [0.3456, -0.0398, 0.0740], [0.1881, -0.0128, -0.2501], [-0.0430, 0.0824, 0.1480], [-0.1890, -0.1852, 0.0279], [-0.3122, 0.1545, -0.0260], [-0.2228, 0.0132, 0.0694], [-0.4034, -0.0869, -0.1082], [0.4909, 0.0992, 0.4590], [0.2805, 0.6222, -0.2394], [0.0355, -0.0187, 0.2906], [-0.1557, -0.0107, -0.1270], [0.0722, -0.0117, -0.1196], [-0.0152, 0.0489, -0.4208], [0.0355, -0.2323, 0.1677], [0.2098, 0.1863, 0.2361], [0.1348, 0.0343, 0.0068], [-0.2417, -0.1000, -0.0385], [-0.0333, 0.0822, 0.0721], [-0.3127, 0.0040, -0.3416], [0.0698, -0.0681, 0.0859], [0.1789, -0.0194, 0.3034], [-0.0836, -0.1282, -0.1192], [0.0598, 0.1134, -0.0408], [0.0534, -0.0275, 0.1568], [0.0073, 0.0696, -0.0301], [-0.1248, 0.0278, 0.1989], [0.0477, -0.0295, -0.1352]], "total_energy_ev": -28149.6558, "homo_energy_ev": -13.71, "total_charge": 1, "e_lumo_ev": -4.046}

Record 3
{"formula": "C33H54AsIrN6O4S", "method": "ωB97M-V/def2-TZVPD", "species": ["Ir", "N", "C", "C", "C", "O", "O", "H", "H", "H", "H", "H", "H", "C", "C", "C", "C", "N", "H", "H", "H", "H", "H", "H", "H", "H", "H", "C", "As", "C", "C", "C", "C", "C", "C", "C", "C", "H", "H", "H", "H", "H", "H", "H", "H", "H", "H", "H", "H", "H", "C", "C", "C", "N", "C", "S", "N", "C", "O", "C", "C", "C", "C", "C", "C", "H", "H", "H", "H", "H", "H", "H", "H", "H", "H", "H", "H", "H", "H", "C", "N", "C", "C", "C", "N", "C", "C", "O", "H", "H", "H", "H", "H", "H", "H", "H", "H", "H", "H", "H"], "xyz": [[0.51158, 0.60934, 1.13521], [2.07663, 1.36473, 2.54502], [1.49542, 2.09883, 3.68107], [0.63223, 3.24495, 3.17328], [-0.73305, 2.89345, 2.57970], [-1.73312, 3.36586, 3.06919], [-0.77507, 2.12562, 1.51037], [2.64817, 0.57953, 2.84108], [2.68581, 1.99963, 2.03603], [2.27964, 2.49309, 4.33245], [0.90678, 1.39238, 4.26396], [1.19409, 3.79524, 2.40787], [0.43349, 3.93537, 3.98983], [0.35784, -1.75371, -3.30948], [-0.80075, -2.21561, -2.41509], [-1.20913, -3.64158, -2.77267], [-1.98919, -1.27929, -2.63087], [-0.49842, -2.13149, -0.97818], [0.03512, -1.70597, -4.35179], [1.20604, -2.43707, -3.26403], [0.69944, -0.76034, -3.01013], [-1.61816, -3.66636, -3.78327], [-1.97309, -4.00428, -2.08355], [-0.36413, -4.33418, -2.75354], [-2.26266, -1.23669, -3.68607], [-1.73422, -0.26767, -2.30092], [-2.85263, -1.61660, -2.05618], [-2.18309, -1.74090, 1.88141], [-0.73208, -0.74725, 2.68611], [-1.71982, 0.11883, 4.11145], [0.35161, -2.05344, 3.67128], [-0.44757, -3.07610, 4.41985], [-0.94696, -4.20100, 3.76615], [-1.71301, -5.13430, 4.44674], [-1.99424, -4.95458, 5.79452], [-1.49983, -3.84041, 6.45568], [-0.73072, -2.90900, 5.77204], [-2.66789, -2.35011, 2.64259], [-1.84211, -2.35007, 1.04526], [-2.88789, -0.99821, 1.50445], [-2.29312, -0.63767, 4.64606], [-2.38631, 0.86517, 3.68101], [-1.05136, 0.61666, 4.81082], [0.94134, -1.44014, 4.35797], [1.04602, -2.50675, 2.96376], [-0.73070, -4.34948, 2.71323], [-2.08937, -6.00501, 3.92575], [-2.59164, -5.68248, 6.32679], [-1.70853, -3.69649, 7.50764], [-0.34344, -2.04274, 6.29688], [1.68507, 5.22186, -0.75610], [1.42044, 5.36099, -2.25215], [1.10248, 4.03625, -2.93549], [-0.15257, 3.47892, -2.43249], [-0.29337, 2.50714, -1.55391], [1.05839, 1.57183, -1.04272], [-1.53173, 2.19201, -1.09176], [-2.81287, 2.67598, -1.46159], [-3.68016, 2.69076, -0.63173], [-3.04597, 3.05367, -2.88353], [-2.48228, 2.32789, -3.93046], [-2.78459, 2.66485, -5.23933], [-3.63208, 3.73467, -5.50207], [-4.19341, 4.45786, -4.45829], [-3.91216, 4.11047, -3.14615], [1.93327, 6.18820, -0.31898], [2.51561, 4.53816, -0.57215], [0.81016, 4.83297, -0.22942], [2.28928, 5.79223, -2.75380], [0.59446, 6.05844, -2.42249], [1.88838, 3.30530, -2.76516], [0.99104, 4.17067, -4.01201], [-0.98739, 3.98560, -2.69479], [-1.52928, 1.79284, -0.15336], [-1.82426, 1.49227, -3.72016], [-2.36487, 2.09220, -6.05554], [-3.86109, 4.00035, -6.52559], [-4.85957, 5.28389, -4.66697], [-4.36223, 4.64157, -2.31750], [0.46323, -2.98477, -0.36211], [1.89067, -2.75264, -0.67688], [2.59416, -3.75781, -1.47087], [3.83515, -3.16970, -2.10747], [4.64263, -2.45848, -1.04114], [3.81128, -1.45876, -0.38361], [4.48343, -0.32391, 0.21864], [2.50625, -1.69707, -0.10686], [1.88964, -0.94690, 0.68645], [0.35037, -2.89834, 0.71951], [0.26549, -4.02176, -0.63115], [-0.36324, -1.16528, -0.69742], [1.90739, -4.12400, -2.23379], [2.85870, -4.61067, -0.83699], [3.55711, -2.46043, -2.88998], [4.42676, -3.96341, -2.56217], [5.49952, -1.94436, -1.47504], [5.02819, -3.17574, -0.30742], [5.04245, -0.61111, 1.11435], [3.75296, 0.43575, 0.47699], [5.18127, 0.09786, -0.50413]], "forces_ev_per_angstrom": [[-0.3557, -0.1066, -0.5426], [0.1439, 0.1234, -0.1142], [-0.0283, -0.0187, -0.0341], [0.0559, 0.0883, -0.0944], [-0.1011, -0.0525, 0.1847], [0.0226, 0.0300, -0.0775], [0.0281, -0.1852, 0.1790], [-0.0280, 0.0067, 0.0716], [0.0272, -0.0485, -0.0294], [-0.0068, 0.0125, -0.0066], [-0.0252, -0.0085, 0.0485], [0.0113, -0.0067, 0.0328], [0.0065, -0.0004, 0.0074], [-0.0163, -0.0004, -0.0304], [0.0149, 0.0123, -0.0174], [0.0037, -0.0044, -0.0271], [0.0087, -0.0115, 0.0310], [0.0020, -0.0621, -0.0602], [-0.0006, -0.0067, 0.0014], [-0.0189, 0.0255, -0.0023], [0.0053, 0.0143, 0.0117], [0.0116, -0.0037, -0.0003], [-0.0066, -0.0014, -0.0064], [-0.0181, 0.0097, 0.0112], [-0.0093, -0.0074, -0.0005], [-0.0002, -0.0287, 0.0166], [0.0034, 0.0124, -0.0013], [-0.0036, -0.0015, -0.0464], [0.0557, 0.0806, 0.2081], [0.0333, 0.0185, -0.0222], [-0.0073, 0.0385, 0.0596], [0.0009, -0.0154, -0.0189], [0.0276, -0.0198, 0.0133], [0.0044, 0.0008, 0.0030], [-0.0007, 0.0005, -0.0050], [0.0034, 0.0029, -0.0040], [-0.0460, 0.0227, -0.0053], [-0.0007, -0.0133, -0.0071], [-0.0346, 0.0587, 0.0592], [-0.0006, -0.0209, -0.0046], [-0.0129, -0.0056, -0.0151], [0.0066, -0.0057, -0.0127], [0.0107, 0.0080, 0.0115], [0.0344, -0.0484, 0.0002], [-0.0239, -0.0088, -0.0548], [0.0058, 0.0025, 0.0039], [-0.0014, 0.0012, 0.0011], [0.0008, 0.0008, 0.0003], [0.0007, -0.0009, -0.0014], [0.0044, -0.0049, 0.0014], [-0.0087, -0.0108, -0.0581], [0.0029, 0.0257, 0.0231], [-0.0306, -0.0327, 0.0027], [0.0764, 0.1827, 0.0230], [-0.0403, -0.1683, 0.0136], [0.2293, 0.1534, 0.2716], [-0.1320, 0.0194, -0.1278], [0.1292, -0.0029, -0.0200], [-0.0408, -0.0058, 0.0274], [-0.0333, 0.0022, 0.0155], [-0.0155, -0.0318, -0.0478], [-0.0031, 0.0120, -0.0055], [0.0056, 0.0013, 0.0063], [0.0065, -0.0034, -0.0065], [-0.0173, -0.0103, -0.0085], [-0.0110, 0.0037, 0.0072], [0.0094, 0.0055, 0.0040], [0.0109, 0.0043, -0.0053], [0.0152, -0.0130, 0.0115], [0.0085, -0.0016, -0.0043], [0.0190, -0.0030, -0.0026], [-0.0043, 0.0024, -0.0017], [0.0078, -0.0334, -0.0348], [-0.0478, 0.0675, 0.0617], [-0.0286, 0.0355, -0.0270], [0.0024, -0.0001, -0.0028], [-0.0024, -0.0019, -0.0003], [0.0010, 0.0018, 0.0013], [0.0030, -0.0026, -0.0029], [0.0696, -0.0067, -0.0114], [-0.0356, -0.0316, -0.0009], [-0.0061, 0.0084, 0.0164], [0.0178, -0.0176, 0.0075], [-0.0063, 0.0013, -0.0462], [-0.0458, -0.0222, 0.0452], [0.0137, 0.0015, 0.0215], [-0.0543, 0.0138, -0.2135], [0.1173, -0.0694, 0.3001], [0.0331, 0.0077, 0.0100], [-0.0110, 0.0022, 0.0006], [0.0081, 0.0362, 0.0377], [0.0123, -0.0162, 0.0014], [0.0036, 0.0052, 0.0099], [0.0027, 0.0041, 0.0173], [0.0037, 0.0060, -0.0104], [-0.0129, 0.0026, -0.0206], [0.0093, 0.0118, 0.0022], [-0.0183, 0.0026, 0.0095], [-0.0087, 0.0062, -0.0066], [0.0089, -0.0133, 0.0019]], "total_energy_ev": -126738.9037, "spin_multiplicity": 2, "homo_energy_ev": [-9.88, -10.47], "s2": 0.753, "total_charge": 1, "e_lumo_ev": [-2.209, -2.559]}